Record 1
Here is an isolated molecule of CH4N2O from OMol25. Energies are from ωB97M-V with the def2-TZVPD basis set.

Geometry as XYZ:
```
8
Properties=species:S:1:pos:R:3:forces:R:3:nbo_charge:R:1
O 1.527146 -0.022788 0.644311 -1.546 -4.217 2.918 -0.557
N 0.538229 0.374129 -0.325289 3.291 6.732 4.682 -0.306
N -1.695236 0.166654 -0.107816 1.310 -4.404 -4.762 -0.645
C -0.499558 -0.365794 -0.357489 -4.431 -2.840 -0.633 0.205
H -2.100154 -0.558433 -0.950170 -0.586 2.113 3.311 0.342
H 0.199736 1.246335 0.271648 0.589 -1.223 -2.563 0.364
H -0.177665 -1.405119 -0.717492 -1.236 0.849 0.345 0.157
H 0.957301 -0.691195 1.418193 2.610 2.990 -3.298 0.441
```
Positions in Å, forces in eV/Å.

2S+1: 1
E (eV): -6124.6347
F_max (hartree/bohr): 0.1718
Relative energy (zero: lowest compared OMol25 entry of this formula, charge and spin) (kJ/mol): 566.65
LUMO (eV): 0.184
Gap between HOMO and LUMO (eV): 10.20
Structure (SMILES): [H]/N=C/NO

***

Record 2
Here is an isolated molecule of C6H9N from OMol25. Energies are from ωB97M-V with the def2-TZVPD basis set.

Geometry as XYZ:
```
16
Properties=species:S:1:pos:R:3:forces:R:3:nbo_charge:R:1
N 1.690124 0.307874 -1.453512 -0.031 0.039 -0.351 -0.657
C 1.511770 0.458380 -0.198279 -0.945 -0.111 0.356 0.248
C -0.262325 0.236070 0.095432 0.943 -0.020 -0.258 -0.075
C 2.202554 0.642094 0.945443 0.126 0.008 0.025 -0.504
C -0.721466 1.160158 0.959441 -0.125 0.172 0.200 -0.344
C -0.770096 -0.700301 -0.727735 -0.015 -0.078 -0.061 -0.109
C -2.010897 -1.477458 -0.441903 -0.088 0.038 -0.058 -0.652
H -0.189043 -0.965367 -1.602679 0.033 -0.007 0.048 0.238
H -1.772650 -2.524071 -0.223767 0.009 0.069 -0.004 0.230
H 1.737646 0.857524 1.891744 -0.070 0.003 -0.024 0.202
H -2.653474 -1.487011 -1.327990 0.014 -0.005 0.058 0.226
H 3.259667 0.411071 0.949023 0.015 0.042 -0.008 0.214
H -1.659755 1.668628 0.768202 -0.058 -0.102 0.056 0.206
H -0.150255 1.509376 1.806197 0.063 0.034 -0.057 0.201
H 2.356426 0.973112 -1.840644 0.106 -0.078 0.097 0.359
H -2.568226 -1.070080 0.401029 0.024 -0.003 -0.020 0.216
```
Positions in Å, forces in eV/Å.

2S+1: 1
E (eV): -7853.1341
F_max (hartree/bohr): 0.0198
Relative energy (zero: lowest compared OMol25 entry of this formula, charge and spin) (kJ/mol): 484.89
LUMO (alpha / beta) (eV): -0.936 / -0.544
Gap between HOMO and LUMO (alpha / beta) (eV): 6.54 / 7.58

***

Record 3
Here is a cluster of 20 separate species, H41O20 in total from OMol25. Energies are from ωB97M-V with the def2-TZVPD basis set.

Geometry as XYZ:
```
61
Properties=species:S:1:pos:R:3:forces:R:3:nbo_charge:R:1
O 3.034525 -0.373862 3.166567 -0.223 -1.627 0.487 -0.945
O -4.312846 -3.123886 -0.457782 0.556 0.146 -0.637 -0.974
O -0.392871 1.536299 5.224748 -0.512 0.152 -0.284 -0.949
O 3.853929 -2.221340 1.646704 0.995 -0.074 -0.337 -0.926
O -0.418137 -0.305780 3.049184 -0.168 -0.094 1.323 -0.994
O 3.309340 2.359861 3.423859 0.380 -0.275 0.276 -0.933
O 1.900690 -1.439224 -1.444494 0.046 0.114 0.131 -0.960
O -5.017344 0.718104 1.709169 -0.020 0.276 -0.422 -0.957
O -0.431021 -2.826532 -4.024288 0.705 -0.945 1.373 -0.959
O 4.344112 3.472723 0.193498 -0.304 0.107 0.823 -0.953
O -4.604213 -0.356335 -1.253587 0.766 -0.018 -0.643 -0.964
O -2.880635 -1.892223 -2.275960 0.134 -1.340 -0.453 -1.018
O -1.046643 -0.623554 -0.869643 1.079 0.179 0.299 -0.931
O 1.893834 2.473426 -4.153939 -0.984 -0.284 0.070 -0.932
O 0.492041 1.336486 1.051350 2.033 -0.726 0.616 -1.002
O -0.423180 4.323899 -2.233793 -1.911 -0.668 -0.820 -0.980
O 2.077741 -0.916519 -4.667887 -0.150 0.211 -0.089 -0.964
O 3.655865 0.842023 -0.010878 0.854 -0.410 0.375 -0.982
O -0.766461 -3.148546 -1.321411 0.277 0.483 -0.425 -0.830
O -2.386364 -1.088198 1.363743 -0.225 0.095 0.427 -0.966
H 4.956483 3.839693 -0.443364 0.230 0.156 -0.149 0.494
H -0.078735 -1.946158 -4.197148 -0.725 0.109 -0.499 0.516
H 1.274040 3.004546 -4.666943 0.356 0.299 -0.300 0.460
H -5.282083 -0.905341 -0.872236 -0.713 0.745 0.289 0.476
H -4.675126 0.577283 -1.060481 -0.687 -0.043 0.419 0.492
H -3.390324 -2.490281 -1.675826 0.155 0.704 -0.424 0.486
H 2.896288 -0.412411 -4.559002 -0.206 -0.096 -0.058 0.488
H -0.031596 1.715229 0.377945 -1.288 0.656 -0.640 0.484
H -1.957620 -0.497043 -0.575583 -0.200 -0.506 -0.287 0.519
H -2.381468 -0.130865 1.439466 -0.689 0.404 -0.239 0.463
H 4.656527 -2.045491 2.164164 -0.374 -0.601 0.361 0.474
H -1.665908 -3.512211 -1.202343 0.267 0.350 0.221 0.540
H 0.328935 -0.840206 3.357590 0.181 -0.030 -0.406 0.506
H 2.806770 0.714408 0.400063 -0.850 0.350 0.187 0.474
H -5.348772 0.629663 2.607006 -0.108 0.091 0.017 0.482
H 3.952910 -1.472027 1.056823 -0.332 0.232 -0.639 0.453
H 4.382178 4.039608 0.978758 0.220 0.034 -0.535 0.471
H -1.804457 -1.237979 2.118847 0.278 -0.605 0.085 0.495
H 2.679580 -1.255935 -0.898078 -0.017 0.187 -0.323 0.495
H -3.583881 -1.452861 -2.758922 0.026 0.294 -0.007 0.497
H 4.094705 1.567364 0.482167 -0.416 -0.284 -0.639 0.503
H -0.305550 0.883593 5.912818 0.318 -0.369 0.627 0.478
H 1.859839 -1.213036 -3.781181 0.375 -0.054 0.466 0.476
H 1.334996 1.689054 -4.012688 0.593 -0.037 0.125 0.473
H -0.765569 0.070838 3.893796 0.325 0.168 -0.790 0.508
H -4.564986 -4.012887 -0.228182 -0.610 -0.084 0.562 0.506
H -0.518941 -0.237720 -0.137930 0.082 -0.307 -0.523 0.501
H 0.066173 0.904844 1.804083 -0.610 0.108 -0.126 0.506
H -5.471473 1.485823 1.325139 0.097 -0.303 0.412 0.476
H -1.162183 2.044356 5.516373 0.152 0.138 -0.155 0.487
H -4.718622 -2.420003 0.054499 0.078 -0.593 0.653 0.506
H 3.511070 3.007506 2.759998 0.143 0.448 -0.416 0.463
H 2.523222 0.175850 3.739249 0.030 1.094 0.119 0.463
H 3.282153 0.078516 2.366832 -0.119 0.741 0.025 0.476
H -0.688405 -2.991818 -2.321270 0.312 -0.401 -0.559 0.555
H 2.382324 2.485475 3.597983 -0.649 0.183 0.132 0.471
H -0.761361 -2.127253 -1.040697 -0.810 0.402 0.428 0.554
H -1.360725 -2.972638 -4.205238 -0.199 0.896 -0.515 0.506
H 0.193024 4.041986 -2.913323 0.774 0.377 0.861 0.493
H 1.572562 -2.261529 -1.079220 0.067 -0.371 0.073 0.468
H -0.118356 4.733233 -1.439104 1.214 0.218 0.079 0.486
```
Positions in Å, forces in eV/Å.

2S+1: 1
E (eV): -41608.9647
F_max (hartree/bohr): 0.0437
Relative energy (zero: lowest compared OMol25 entry of this formula, charge and spin) (kJ/mol): 275.73
LUMO (eV): -2.649
Gap between HOMO and LUMO (eV): 9.98
Charge: +1

***

Record 4
Here is an isolated molecule of C2H5N3S2 from OMol25. Energies are from ωB97M-V with the def2-TZVPD basis set.

Geometry as XYZ:
```
12
Properties=species:S:1:pos:R:3:forces:R:3:nbo_charge:R:1
S 2.502480 -0.565016 0.190488 0.580 0.737 0.167 0.139
S -0.324854 -0.504091 -0.165678 1.320 1.012 -0.911 0.223
N 1.982757 1.076807 -0.045013 -4.837 -2.069 -1.789 -0.503
N -2.876532 -0.963921 -0.133006 2.284 -3.629 1.868 -0.811
N -2.211633 1.318096 0.326474 1.449 -2.917 -1.033 -0.709
C -1.967961 0.057825 0.011947 -1.260 4.575 1.176 0.261
C 0.656065 1.035101 -0.369563 5.064 -2.668 2.781 -0.053
H 0.295857 1.975619 -0.356344 -2.307 2.742 -0.485 0.220
H -3.796061 -0.847875 0.305773 0.689 0.125 -0.079 0.396
H -3.192338 1.434237 0.484891 -0.871 0.166 0.010 0.332
H 3.743415 -0.198986 -0.074484 0.661 -0.287 0.063 0.122
H -2.283648 -1.831711 0.349721 -2.772 2.211 -1.768 0.383
```
Positions in Å, forces in eV/Å.

2S+1: 1
E (eV): -28293.4357
F_max (hartree/bohr): 0.1238
Relative energy (zero: lowest compared OMol25 entry of this formula, charge and spin) (kJ/mol): 311.82
LUMO (eV): 0.306
Gap between HOMO and LUMO (eV): 9.17
Structure (SMILES): [H]/N=C(\N)S/C=N\S

***

Record 5
Here is a cluster of 2 separate species, C4H9NO in total from OMol25. Energies are from ωB97M-V with the def2-TZVPD basis set.

Geometry as XYZ:
```
15
Properties=species:S:1:pos:R:3:forces:R:3:nbo_charge:R:1
O -0.004883 -0.215746 0.935481 2.631 0.283 0.084 -0.747
N -1.651311 1.644628 -0.303736 -0.237 0.470 0.695 -0.688
C -1.717676 -0.725965 -1.169130 -0.231 -0.078 0.199 -0.735
C -1.296428 0.489766 -0.443266 -0.233 0.211 -1.257 0.482
C 2.515125 -0.407347 0.936358 0.373 -0.546 -0.028 -0.404
C 1.431458 0.383113 0.489034 -1.923 0.488 -0.434 -0.186
H 0.077183 -0.502658 1.868052 0.002 0.048 0.109 0.472
H -2.501330 -0.482232 -1.897416 0.065 -0.074 0.040 0.214
H 2.686173 -1.399170 0.541831 -0.115 -0.053 0.021 0.179
H 1.486841 1.424771 0.812528 -0.258 -0.218 0.335 0.198
H -0.863006 -1.179638 -1.670228 -0.050 0.032 -0.023 0.242
H -2.582457 1.965882 -0.594270 0.039 -0.141 -0.298 0.345
H -2.090906 -1.455834 -0.450488 -0.033 -0.036 -0.029 0.244
H 1.209918 0.452196 -0.604643 0.112 -0.446 0.472 0.197
H 3.301300 0.008233 1.549893 -0.141 0.061 0.116 0.187
```
Positions in Å, forces in eV/Å.

2S+1: 1
E (eV): -7825.8753
F_max (hartree/bohr): 0.0515
Relative energy (zero: lowest compared OMol25 entry of this formula, charge and spin) (kJ/mol): 621.81
LUMO (alpha / beta) (eV): -0.416 / 0.692
Gap between HOMO and LUMO (alpha / beta) (eV): 5.53 / 8.90

***

Record 6
Here is an isolated molecule of CH2ClFO2 from OMol25. Energies are from ωB97M-V with the def2-TZVPD basis set.

Geometry as XYZ:
```
7
Properties=species:S:1:pos:R:3:forces:R:3:nbo_charge:R:1
Cl 2.160954 0.686841 0.099385 0.624 0.093 -0.483 0.002
F 1.151618 -1.686533 0.442091 -0.122 1.799 -1.444 -0.436
O 0.374815 -0.407674 -1.395177 2.426 0.740 -0.191 -0.667
O -0.211842 0.026192 0.737998 -1.644 1.833 -3.462 -0.692
C 0.761716 -0.313558 -0.133460 -0.329 -2.507 2.001 0.783
H -0.007566 -0.356384 1.534786 0.756 -1.430 3.187 0.499
H -0.517374 -0.642650 -1.540487 -1.711 -0.527 0.392 0.511
```
Positions in Å, forces in eV/Å.

2S+1: 1
E (eV): -20404.0565
F_max (hartree/bohr): 0.0826
Relative energy (zero: lowest compared OMol25 entry of this formula, charge and spin) (kJ/mol): 66.55
LUMO (eV): 0.576
Gap between HOMO and LUMO (eV): 12.17
Structure (SMILES): OC(O)(F)Cl